Arrangement a

{"formula": "C5H8NO", "method": "the ωB97M-V functional and the def2-TZVPD basis", "lumo_ev": [-6.00, -6.00], "charge": 1, "spin_multiplicity": 1, "orbital_gap_ha": [0.3150, 0.3151], "symbols": ["C", "C", "C", "C", "C", "N", "O", "H", "H", "H", "H", "H", "H", "H", "H"], "positions_angstrom": [[-2.19, -0.35, 0.00], [-0.56, -2.02, 0.02], [-1.40, 0.70, -0.01], [-0.94, 1.98, -0.16], [1.79, -1.10, -0.01], [0.38, -1.13, 0.08], [-1.90, -1.69, 0.06], [-3.29, -0.20, 0.17], [-0.55, -3.15, 0.13], [-0.33, 2.28, 0.76], [-0.58, 2.21, -1.23], [-1.78, 2.62, -0.34], [2.07, -0.32, 0.66], [2.34, -2.06, 0.29], [2.15, -0.78, -1.07]]}

Arrangement b

{"formula": "C5H8NO", "method": "the ωB97M-V functional and the def2-TZVPD basis", "lumo_ev": -4.79, "charge": 1, "spin_multiplicity": 1, "orbital_gap_ha": 0.3314, "smiles": "C=[N+]1CC(C)=CO1", "symbols": ["C", "C", "C", "C", "C", "N", "O", "H", "H", "H", "H", "H", "H", "H", "H"], "positions_angstrom": [[0.16, 1.45, 0.05], [0.89, 0.34, 0.00], [-2.54, -0.61, -0.13], [-0.11, -0.83, 0.18], [2.36, 0.18, -0.03], [-1.41, -0.11, 0.07], [-1.26, 1.22, 0.11], [0.38, 2.39, -0.22], [-3.38, 0.12, -0.30], [-2.79, -1.68, -0.29], [-0.17, -1.60, -0.64], [0.10, -1.17, 1.15], [2.69, 1.18, 0.27], [2.40, -0.35, -1.02], [2.68, -0.54, 0.82]]}

Arrangement c

{"formula": "C5H8NO", "method": "the ωB97M-V functional and the def2-TZVPD basis", "lumo_ev": -4.11, "charge": 1, "spin_multiplicity": 1, "orbital_gap_ha": 0.3977, "symbols": ["C", "C", "C", "C", "C", "N", "O", "H", "H", "H", "H", "H", "H", "H", "H"], "positions_angstrom": [[-3.03, -0.50, -0.40], [0.98, 2.07, 0.05], [-2.92, 0.56, 0.14], [0.90, 0.79, 0.13], [1.96, -1.32, -0.10], [0.83, -0.46, 0.16], [-0.30, -1.16, 0.42], [-3.14, -1.45, -0.86], [-1.15, -0.64, 0.36], [1.23, 2.69, 0.89], [0.81, 2.58, -0.89], [-2.88, 1.50, 0.61], [2.11, -1.43, -1.18], [1.74, -2.30, 0.33], [2.86, -0.92, 0.35]]}

List of relative energies, unit kcal/mol: arrangement a 14.5; arrangement b 0.0; arrangement c 42.5